{
  "formula": "C30H48InP2S",
  "method": "ωB97M-V/def2-TZVPD",
  "species": ["In", "C", "C", "C", "C", "C", "C", "H", "H", "H", "C", "H", "H", "H", "C", "H", "H", "H", "C", "H", "H", "H", "C", "H", "H", "H", "C", "C", "C", "C", "C", "C", "C", "C", "H", "H", "H", "H", "H", "H", "H", "H", "H", "H", "H", "H", "P", "P", "C", "C", "H", "H", "H", "H", "C", "H", "H", "H", "C", "H", "H", "H", "C", "H", "H", "H", "C", "H", "H", "H", "S", "C", "C", "C", "C", "C", "C", "H", "H", "H", "H", "H"],
  "xyz": [[-0.183, 0.738, -3.442], [-3.997, 0.510, 0.678], [-3.861, -0.756, 0.044], [-3.150, -0.971, 2.220], [-3.544, 0.380, 2.018], [-3.346, -1.675, 1.000], [-4.485, 1.757, 0.056], [-5.182, 1.545, -0.765], [-3.657, 2.355, -0.357], [-5.004, 2.376, 0.800], [-3.479, 1.458, 3.021], [-4.211, 2.238, 2.781], [-2.477, 1.916, 3.043], [-3.693, 1.077, 4.029], [-2.613, -1.534, 3.476], [-3.112, -1.092, 4.351], [-1.534, -1.331, 3.581], [-2.761, -2.623, 3.501], [-3.117, -3.119, 0.780], [-4.027, -3.710, 0.972], [-2.338, -3.490, 1.456], [-2.808, -3.318, -0.253], [-4.210, -1.047, -1.363], [-5.287, -0.894, -1.541], [-3.976, -2.090, -1.608], [-3.662, -0.395, -2.064], [2.467, 1.552, -2.702], [1.458, 2.093, -3.695], [1.954, 2.025, -5.153], [1.622, 0.699, -5.907], [0.705, -0.268, -5.159], [1.122, -0.977, -3.990], [2.572, -0.980, -3.514], [3.290, 0.353, -3.265], [3.040, 2.205, -5.175], [2.568, 0.203, -6.179], [1.526, 2.858, -5.730], [3.698, 0.667, -4.234], [3.215, 2.354, -2.510], [1.119, 3.103, -3.432], [4.181, 0.181, -2.629], [2.640, -1.615, -2.619], [0.603, -1.924, -3.743], [3.191, -1.498, -4.269], [1.125, 0.968, -6.854], [-0.132, -0.669, -5.758], [1.912, 1.364, -0.800], [1.472, -1.351, 0.837], [3.395, 0.525, -0.079], [3.177, -0.979, 0.161], [3.589, 1.039, 0.880], [4.262, 0.713, -0.738], [3.323, -1.586, -0.748], [3.908, -1.323, 0.910], [2.038, -2.435, 2.211], [1.348, -3.278, 2.320], [2.057, -1.845, 3.134], [3.049, -2.806, 1.993], [0.871, -2.655, -0.311], [1.695, -3.082, -0.901], [0.128, -2.207, -0.985], [0.386, -3.445, 0.279], [2.157, 3.045, -0.138], [1.282, 3.670, -0.358], [3.049, 3.486, -0.597], [2.263, 2.971, 0.953], [-1.978, 1.569, -2.652], [-2.171, 1.128, -1.666], [-2.798, 1.382, -3.358], [-1.850, 2.653, -2.528], [0.183, 1.674, 2.570], [0.609, 0.995, 4.042], [-0.331, 0.871, 5.105], [-0.012, 0.139, 6.240], [1.263, -0.425, 6.395], [2.225, -0.241, 5.393], [1.919, 0.471, 4.241], [-1.307, 1.345, 5.003], [-0.761, 0.008, 7.023], [1.510, -0.991, 7.295], [3.224, -0.657, 5.520], [2.660, 0.625, 3.456]],
  "charge": 1,
  "homo_ev": [-8.75, -8.85],
  "lumo_ev": [-5.1, -5.1],
  "de_lowest_kcal_mol": 0.00,
  "orbital_gap_ev": [3.7, 3.8]
}

***

{
  "formula": "C30H48N12O12",
  "method": "ωB97M-V/def2-TZVPD",
  "species": ["C", "N", "O", "O", "H", "H", "H", "C", "N", "O", "O", "H", "H", "H", "C", "N", "O", "O", "H", "H", "H", "C", "N", "O", "O", "H", "H", "H", "C", "N", "O", "O", "H", "H", "H", "C", "N", "O", "O", "H", "H", "H", "N", "C", "C", "C", "C", "H", "H", "H", "H", "H", "N", "C", "C", "C", "C", "H", "H", "H", "H", "H", "N", "C", "C", "C", "C", "H", "H", "H", "H", "H", "N", "C", "C", "C", "C", "H", "H", "H", "H", "H", "N", "C", "C", "C", "C", "H", "H", "H", "H", "H", "N", "C", "C", "C", "C", "H", "H", "H", "H", "H"],
  "xyz": [[2.512, -0.893, 5.223], [3.178, -0.946, 3.913], [4.413, -1.019, 3.852], [2.473, -0.988, 2.934], [2.544, 0.153, 5.528], [2.968, -1.591, 5.924], [1.495, -1.274, 5.134], [-0.909, 1.809, -4.275], [-2.347, 1.465, -3.973], [-2.616, 0.544, -3.201], [-3.268, 2.141, -4.446], [-0.407, 2.070, -3.343], [-0.902, 2.599, -5.026], [-0.535, 0.898, -4.743], [-2.578, -0.883, 2.560], [-1.556, -1.647, 3.321], [-0.948, -2.505, 2.687], [-1.282, -1.369, 4.460], [-1.998, -0.379, 1.788], [-3.039, -0.075, 3.129], [-3.394, -1.559, 2.304], [2.681, -3.972, 2.430], [1.934, -5.020, 1.660], [2.225, -6.155, 1.973], [0.973, -4.639, 0.988], [3.743, -4.121, 2.238], [2.365, -4.114, 3.464], [2.276, -3.087, 1.939], [0.600, -0.699, 0.183], [-0.683, -0.439, -0.584], [-1.590, -1.253, -0.661], [-0.658, 0.681, -1.141], [0.425, -0.342, 1.197], [1.422, -0.152, -0.279], [0.821, -1.765, 0.118], [-2.291, -4.202, -0.967], [-2.064, -3.912, -2.400], [-1.494, -4.769, -3.043], [-2.288, -2.767, -2.832], [-3.020, -3.553, -0.481], [-1.294, -4.148, -0.530], [-2.511, -5.269, -1.001], [-4.753, -1.581, -1.802], [-5.521, -0.470, -1.606], [-6.713, -0.800, -1.009], [-6.716, -2.207, -0.973], [-5.453, -2.702, -1.297], [-3.850, -1.668, -2.246], [-5.135, 0.509, -1.853], [-7.522, -0.129, -0.761], [-7.480, -2.884, -0.620], [-5.073, -3.710, -1.379], [2.386, 4.275, -1.466], [2.563, 4.619, -2.744], [3.082, 3.553, -3.429], [3.405, 2.527, -2.479], [2.892, 2.996, -1.253], [2.034, 4.833, -0.702], [2.284, 5.612, -3.064], [3.291, 3.472, -4.485], [3.879, 1.609, -2.792], [2.743, 2.509, -0.301], [5.148, 0.098, -0.483], [6.012, 1.121, -0.515], [5.629, 2.033, 0.484], [4.550, 1.461, 1.191], [4.251, 0.301, 0.517], [5.139, -0.759, -1.017], [6.788, 1.109, -1.266], [6.136, 2.957, 0.718], [4.089, 1.753, 2.123], [3.508, -0.460, 0.703], [-0.924, 2.377, 2.710], [0.291, 2.309, 2.103], [1.104, 1.760, 3.092], [0.337, 1.441, 4.268], [-0.927, 1.840, 3.970], [-1.712, 2.767, 2.212], [0.438, 2.689, 1.103], [2.150, 1.630, 2.857], [0.691, 0.992, 5.184], [-1.896, 1.756, 4.440], [-4.136, 4.390, 1.066], [-4.391, 3.042, 1.098], [-3.448, 2.491, 0.308], [-2.588, 3.457, -0.186], [-3.161, 4.652, 0.107], [-4.730, 5.102, 1.467], [-5.240, 2.698, 1.669], [-3.470, 1.469, -0.042], [-1.780, 3.291, -0.884], [-2.842, 5.657, -0.130], [2.620, -2.646, -2.392], [2.997, -1.401, -2.794], [1.887, -0.831, -3.426], [0.785, -1.683, -3.228], [1.265, -2.790, -2.575], [3.148, -3.305, -1.839], [3.974, -0.952, -2.694], [1.937, 0.150, -3.876], [-0.228, -1.422, -3.498], [0.878, -3.761, -2.304]],
  "charge": 0,
  "smiles": "C[N+](=O)[O-].C[N+](=O)[O-].C[N+](=O)[O-].C[N+](=O)[O-].C[N+](=O)[O-].C[N+](=O)[O-].c1cc[nH]c1.c1cc[nH]c1.c1cc[nH]c1.c1cc[nH]c1.c1cc[nH]c1.c1cc[nH]c1",
  "homo_ev": -7.79,
  "lumo_ev": -0.2,
  "orbital_gap_ev": 7.6
}

***

Sequential strongest force on any atom output: 0.09295; 0.06008 Eh/bohr